Computed, not measured: Br5Hf as an isolated structure at a distorted geometry, with ωB97M-V/def2-TZVPD.

For the HOMO energy (alpha / beta), the calculation gives -0.1 / -2.5 eV. For the max |F|, the calculation gives 1.9 eV/A. The calculation puts the orbital gap (alpha / beta) at 5.4288 / 7.8408 eV. As for the expectation value of S²: 0.752.

```
! RIJCOSX wB97M-V def2-TZVPD def2/J DEFGRID3
* xyz -2 2
Hf 0.135 -0.255 -0.291
Br 2.311 1.415 -1.187
Br -2.127 -2.051 0.410
Br 1.855 -1.390 1.737
Br -1.486 0.684 -2.429
Br -0.687 1.597 1.760
*
```